{"formula": "C13H46N4O7", "method": "the ωB97M-V functional and the def2-TZVPD basis", "elements": ["N", "H", "H", "H", "H", "C", "O", "H", "H", "H", "O", "H", "H", "O", "H", "H", "O", "H", "H", "C", "C", "C", "O", "C", "N", "H", "H", "H", "H", "H", "H", "H", "H", "H", "H", "H", "C", "C", "C", "O", "C", "N", "H", "H", "H", "H", "H", "H", "H", "H", "H", "H", "H", "C", "C", "C", "O", "C", "N", "H", "H", "H", "H", "H", "H", "H", "H", "H", "H", "H"], "coordinates": [[-0.0608, -0.1484, 0.2953], [-0.1343, 0.6942, -0.2566], [0.8496, -0.1935, 0.7304], [-0.0631, -0.8571, -0.4244], [-0.7678, -0.3024, 0.9999], [2.5366, 1.0236, 0.8782], [1.9173, -0.1996, 0.7991], [2.0102, 1.7448, 0.2531], [2.4237, 1.4472, 1.8761], [3.5429, 1.0209, 0.4594], [1.1501, 0.2656, 2.9442], [1.4754, 0.4924, 2.0730], [1.5413, -0.5876, 3.1318], [-0.2008, -1.6035, -1.0843], [0.4396, -1.9707, -1.6936], [-1.0494, -1.7964, -1.4830], [2.6130, -1.8791, 0.1481], [3.2113, -2.1410, 0.8479], [2.5023, -0.9359, 0.2675], [-1.0597, 0.3572, -2.7822], [-0.9072, -0.9678, -3.6828], [0.5642, -1.4767, -3.7321], [1.2370, -0.5613, -4.6419], [2.6654, -0.7000, -4.7046], [-1.9130, -1.9533, -3.3120], [-2.0367, 0.7843, -3.0081], [-0.4333, 1.1930, -3.0941], [-0.9131, 0.1628, -1.7197], [-1.0445, -0.7677, -4.7454], [0.6551, -2.4917, -4.1188], [0.9783, -1.3931, -2.7273], [3.0327, -1.0054, -5.6843], [3.1880, -1.3435, -3.9969], [3.1756, 0.2340, -4.4693], [-2.4013, -2.2717, -4.1368], [-1.3897, -2.7220, -2.9177], [-1.1881, 2.4911, -2.0131], [-0.1548, 2.6579, -0.8914], [-0.7708, 2.8701, 0.5285], [0.2338, 3.0300, 1.5180], [0.2680, 2.1483, 2.5908], [0.6816, 1.4792, -0.8465], [-0.8028, 2.2868, -3.0120], [-1.8708, 3.3405, -2.0367], [-1.7826, 1.5862, -1.8876], [0.3937, 3.5611, -1.1589], [-1.3224, 1.9416, 0.6756], [-1.4449, 3.7266, 0.5261], [-0.7376, 2.0115, 2.9885], [0.9704, 2.4403, 3.3714], [0.5679, 1.1782, 2.1944], [1.1755, 1.2421, -1.6950], [1.3551, 1.5657, -0.0988], [-0.4553, -2.1901, 1.8772], [-1.6156, -1.1908, 2.1267], [-1.5885, -0.2210, 3.3224], [-2.1419, -0.9392, 4.4436], [-1.2508, -0.8256, 5.6249], [-1.9319, -0.6126, 0.8917], [-0.4437, -2.7640, 2.8037], [0.5507, -1.7900, 1.7505], [-0.7893, -2.8980, 1.1186], [-2.4952, -1.8287, 2.2134], [-2.3718, 0.5349, 3.2660], [-0.6492, 0.3104, 3.4757], [-0.7192, 0.1095, 5.8013], [-0.4878, -1.5813, 5.4378], [-1.5588, -1.1799, 6.6087], [-2.0882, -1.4033, 0.2830], [-2.8697, -0.2383, 0.9140]], "forces_ev_per_a": [[-2.693, 2.979, 5.625], [-1.013, -0.756, 0.979], [-2.035, 0.362, -0.784], [0.759, 3.453, 3.852], [3.555, 1.894, -1.829], [1.782, 0.961, 0.307], [7.384, 8.038, 4.170], [6.796, 2.011, 3.886], [1.564, 0.648, -0.168], [0.437, -0.098, 0.443], [2.370, -5.121, 5.281], [1.092, -2.131, 0.640], [0.409, -0.842, 0.180], [-1.329, -10.841, -7.912], [0.476, -0.738, 0.536], [-0.769, 0.087, -0.103], [2.984, -9.157, -3.154], [0.146, -0.416, -0.063], [0.940, 0.255, -0.901], [0.327, -4.438, -3.640], [1.003, 1.484, -0.151], [-0.141, 1.370, -0.860], [0.609, -0.901, 0.958], [0.667, 0.388, 0.121], [0.483, -0.234, 0.600], [-0.213, -1.329, -0.474], [0.917, -3.202, -0.525], [-0.465, -0.021, -0.943], [-0.323, 0.692, 0.072], [-0.098, -0.231, 0.073], [1.072, 0.302, -1.080], [-0.492, -0.048, -0.229], [-0.881, -0.672, 0.363], [-0.482, 0.542, -0.234], [-0.079, -0.267, 0.172], [-0.531, -0.843, -0.312], [-1.471, 2.667, 1.792], [0.084, 1.247, -0.949], [0.366, -0.898, -0.573], [0.155, 2.591, -1.568], [-1.750, 0.929, -1.447], [0.724, 4.991, -5.283], [-0.129, 3.050, 0.799], [0.026, 0.325, 0.074], [-0.272, 2.259, 1.499], [0.357, 0.323, 0.224], [-0.429, 0.109, 0.571], [-0.033, 0.044, -0.023], [0.023, 0.447, 0.367], [-0.115, 0.468, -0.331], [-3.498, 4.149, -0.735], [0.110, 0.398, -0.354], [-5.399, -1.204, -3.195], [-0.436, -0.240, 2.314], [-0.919, -2.644, 1.999], [-1.537, -0.341, 0.247], [1.591, 0.308, 2.589], [0.862, -1.530, -1.104], [-10.696, -0.217, -1.221], [0.213, -0.339, 0.158], [-0.452, -0.379, -0.414], [0.427, 0.166, -0.226], [0.223, -0.439, 1.667], [0.067, 0.434, -1.187], [-0.441, -1.067, 0.433], [-0.484, 0.411, -0.566], [0.607, 0.127, -0.197], [-1.526, 0.230, -0.350], [0.355, 0.048, -0.473], [-0.832, 0.394, 0.566]], "gap_ev": 6.697, "largest_force_ev_per_a": 13.5, "mol_weight_g_mol": 370.53, "e_homo_ev": -6.24, "charge": 0}

---

{"formula": "C13H48F2NO17S2Y", "method": "the ωB97M-V functional and the def2-TZVPD basis", "elements": ["Y", "O", "C", "C", "O", "H", "H", "H", "H", "N", "S", "O", "O", "F", "S", "O", "O", "F", "C", "O", "H", "H", "H", "H", "C", "O", "H", "H", "H", "H", "C", "O", "H", "H", "H", "H", "C", "O", "H", "H", "H", "H", "C", "O", "H", "H", "H", "H", "C", "O", "H", "H", "H", "H", "C", "O", "H", "H", "H", "H", "C", "O", "H", "H", "H", "H", "C", "O", "H", "H", "H", "H", "C", "O", "H", "H", "H", "H", "C", "O", "H", "H", "H", "H"], "coordinates": [[-4.6648, -0.8590, -2.1004], [-4.5473, -4.4463, -3.8116], [-4.5148, -4.6001, -5.2306], [-3.9631, -3.4423, -6.2521], [-3.9187, -2.1224, -5.7193], [-5.5425, -4.8145, -5.5236], [-4.0381, -5.5350, -5.5253], [-4.4688, -3.4369, -7.2177], [-2.9549, -3.8177, -6.4272], [-1.0418, -0.5806, -0.1303], [0.3705, -1.1837, -0.2258], [0.5913, -2.4274, 0.4677], [1.4875, -0.3653, -0.6629], [0.0685, -1.8485, -1.6798], [-0.5723, 0.1424, 1.3571], [0.1887, 1.3697, 1.3020], [-0.3658, -0.6481, 2.5365], [-2.0235, 0.7476, 1.5901], [-3.3032, 6.9578, 2.1173], [-4.4704, 6.2122, 1.7950], [-2.3880, 6.6104, 1.6379], [-3.5156, 7.9835, 1.8159], [-3.0585, 6.8113, 3.1694], [-5.2309, 6.6893, 2.1349], [5.8191, 1.5223, 2.7353], [5.2496, 0.6153, 3.6457], [5.3705, 1.2824, 1.7713], [5.6544, 2.5830, 2.9247], [6.8572, 1.2545, 2.5384], [5.3431, -0.2925, 3.3475], [6.6482, -3.8262, 0.8107], [6.8079, -3.6724, 2.2033], [7.1843, -4.7348, 0.5364], [5.5747, -3.8527, 0.6235], [7.1794, -2.9833, 0.3687], [7.7283, -3.8419, 2.4174], [-0.0389, 3.5366, 7.9041], [-0.4671, 3.4838, 9.2523], [1.0468, 3.4532, 7.9539], [-0.4303, 2.6641, 7.3810], [-0.2380, 4.4946, 7.4236], [0.0004, 2.7527, 9.6628], [5.9064, -2.1354, -4.8514], [5.6696, -2.2208, -6.2430], [5.5368, -1.1891, -4.4565], [5.3676, -2.9802, -4.4223], [6.9543, -2.2825, -4.5898], [5.6112, -3.1591, -6.4377], [0.8942, -8.2600, -2.0456], [0.4548, -8.7002, -0.7555], [0.4339, -8.8144, -2.8634], [0.6837, -7.1985, -2.1764], [1.9765, -8.3624, -2.1253], [0.6809, -9.6325, -0.7179], [-2.5500, -5.6258, 3.8111], [-2.7785, -6.1466, 2.5078], [-1.5676, -5.1580, 3.8751], [-3.3400, -4.8864, 3.9422], [-2.6243, -6.3304, 4.6394], [-1.9330, -6.5155, 2.2422], [1.0319, 1.0011, -7.0164], [-0.0551, 1.1120, -7.9008], [1.8941, 1.5994, -7.3112], [0.6715, 1.4568, -6.0942], [1.2767, -0.0460, -6.8383], [-0.7198, 0.4718, -7.6363], [-3.2036, 4.3579, -2.8390], [-4.0267, 3.5583, -2.0460], [-3.8239, 5.2273, -3.0564], [-2.2916, 4.6403, -2.3129], [-2.9206, 3.7765, -3.7165], [-4.1816, 4.0745, -1.2516], [-6.4442, 3.2567, 6.7872], [-7.4704, 2.6887, 7.5363], [-5.4737, 2.8706, 7.0988], [-6.5836, 3.0055, 5.7357], [-6.4246, 4.3447, 6.8503], [-7.2660, 2.8502, 8.4603], [2.9335, 6.5756, -1.2189], [2.3433, 7.8415, -1.3509], [3.1874, 6.1929, -2.2074], [3.9216, 6.7511, -0.7934], [2.4088, 5.8400, -0.6093], [2.4268, 8.3150, -0.5200]], "forces_ev_per_a": [[0.683, -0.344, -0.283], [0.511, 0.312, -5.203], [-0.714, -2.226, 5.861], [0.438, 6.406, 0.514], [-0.378, -4.809, -1.331], [-0.742, 1.346, -0.464], [0.944, 0.195, 0.162], [-0.618, -0.374, 0.264], [0.426, -0.298, 0.766], [0.473, 2.244, 3.855], [4.189, -5.467, -6.734], [0.254, 1.386, 1.002], [-1.035, -0.049, 1.926], [-0.596, -0.127, -0.825], [-2.733, 4.125, 2.718], [-0.093, -1.403, -0.936], [-0.081, -0.571, -1.315], [-0.854, -0.148, 0.024], [-0.225, 0.098, 0.351], [0.246, -0.687, -0.464], [-0.493, -0.294, -0.688], [0.602, 0.250, 0.417], [-0.212, 0.595, 0.290], [0.083, 0.003, 0.043], [0.019, -1.538, -1.856], [-0.324, 0.551, 1.423], [-0.290, 0.571, -0.409], [0.005, -0.369, 0.644], [0.485, 0.600, 0.473], [0.103, 0.155, -0.269], [0.894, 0.123, 0.530], [-0.214, 0.014, 1.116], [-0.467, -0.233, -0.605], [0.284, 0.000, -0.357], [-0.480, 0.082, -0.764], [-0.033, 0.051, 0.086], [1.129, -0.630, 0.446], [-0.646, 0.501, 0.398], [0.237, -0.042, -0.609], [-0.111, 0.317, -0.519], [-0.539, -0.183, 0.226], [-0.075, 0.033, 0.048], [-0.290, -0.803, 0.198], [0.163, 0.267, -0.449], [0.028, -0.115, -0.119], [-0.146, 0.274, 0.718], [0.213, 0.274, -0.089], [0.021, 0.106, -0.254], [0.333, 0.121, 0.250], [-0.008, 0.193, -0.629], [-0.165, -0.065, 0.004], [-0.251, -0.106, 0.259], [0.146, -0.068, -0.088], [-0.064, -0.069, 0.224], [-0.379, 0.676, -0.108], [0.389, -0.408, 0.362], [-0.059, 0.247, 0.017], [0.232, 0.174, 0.272], [-0.103, -0.479, -0.201], [-0.084, -0.186, -0.379], [-0.583, 0.252, 1.196], [-0.184, 0.090, -1.223], [-0.159, -0.287, -0.536], [0.471, -0.186, 0.578], [0.422, 0.080, 0.002], [0.034, 0.046, -0.002], [0.083, 0.409, -0.296], [-0.472, -1.175, 0.958], [0.630, 0.379, -0.733], [0.086, 0.139, -0.038], [-0.149, 0.299, -0.125], [-0.212, -0.232, 0.280], [0.741, 0.245, -0.614], [-0.669, -0.257, 0.430], [0.200, 0.023, -0.072], [-0.101, -0.123, 0.073], [-0.011, 0.188, 0.096], [-0.152, -0.076, 0.083], [1.641, 0.162, 0.027], [-0.906, 0.339, -0.232], [-0.615, -0.115, -0.076], [0.218, -0.431, 0.417], [-0.323, 0.100, -0.135], [-0.023, -0.068, 0.003]], "gap_ev": 3.996, "largest_force_ev_per_a": 9.6, "relative_energy_ev": 16.318, "mol_weight_g_mol": 681.55, "e_homo_ev": -9.15, "charge": 0}

---

{"formula": "C13H48N8O11", "method": "the ωB97M-V functional and the def2-TZVPD basis", "elements": ["N", "C", "N", "O", "H", "H", "H", "H", "N", "C", "N", "O", "H", "H", "H", "H", "N", "C", "N", "O", "H", "H", "H", "H", "N", "C", "N", "O", "H", "H", "H", "H", "C", "C", "O", "H", "H", "H", "H", "H", "H", "C", "C", "O", "H", "H", "H", "H", "H", "H", "C", "O", "H", "H", "H", "H", "C", "O", "H", "H", "H", "H", "C", "O", "H", "H", "H", "H", "C", "O", "H", "H", "H", "H", "C", "O", "H", "H", "H", "H"], "coordinates": [[1.5973, -2.3603, 2.8652], [1.0253, -1.5603, 3.7182], [-0.1277, -1.2293, 3.3622], [1.4893, -1.3543, 4.9962], [2.4603, -2.8673, 3.0932], [1.2973, -2.4413, 1.8722], [-0.6387, -0.5513, 3.9562], [-0.1737, -0.9943, 2.3652], [2.4753, -4.3133, 0.1332], [1.5703, -3.4753, -0.2788], [0.6753, -3.2053, 0.5982], [1.5323, -2.9153, -1.5688], [3.0583, -4.7523, -0.5248], [2.5963, -4.6443, 1.0822], [-0.1447, -2.7083, 0.3072], [0.6133, -3.9423, 1.2852], [-5.6537, 1.2027, -1.7058], [-4.3637, 1.0777, -1.5468], [-3.8597, 0.2697, -2.4028], [-3.6477, 2.0257, -0.8398], [-5.9917, 1.8797, -0.9428], [-6.3117, 0.6747, -2.3328], [-2.8467, 0.0127, -2.2368], [-4.2637, -0.3273, -3.0948], [2.2543, 2.3827, -2.2408], [2.7083, 2.6107, -3.4428], [3.1403, 1.5177, -3.9828], [2.5873, 3.8817, -4.0258], [1.7653, 3.1077, -1.6398], [2.2143, 1.4367, -1.7858], [3.3903, 1.5877, -4.9868], [3.5413, 0.7917, -3.4618], [4.6633, -1.3823, -0.6268], [4.3223, -1.6603, -2.1248], [3.1893, -0.8803, -2.4178], [4.9073, -0.3443, -0.4418], [5.4703, -2.0673, -0.3828], [3.7293, -1.5983, 0.0222], [4.2163, -2.7523, -2.3948], [5.1573, -1.3333, -2.7518], [2.3603, -1.3803, -2.2408], [1.3523, 1.3147, 0.9952], [0.8063, 0.0817, 0.2402], [-0.4727, -0.3103, 0.6442], [1.5163, 1.0147, 1.9982], [0.5863, 2.0647, 0.9892], [2.3183, 1.6797, 0.5232], [1.5133, -0.7213, 0.3792], [0.8063, 0.5067, -0.8018], [-0.9747, -0.4183, -0.1468], [-2.0827, 3.2877, 1.7692], [-2.5717, 3.3747, 3.0562], [-2.8637, 3.6277, 1.1252], [-1.8677, 2.2717, 1.5622], [-1.1787, 3.8707, 1.6452], [-2.8997, 4.2347, 3.1572], [-0.8167, 1.4287, 4.9212], [-1.8417, 0.8417, 4.1472], [-0.0617, 1.8567, 4.3902], [-0.3537, 0.8237, 5.6522], [-1.2877, 2.3417, 5.4672], [-2.2817, 1.5667, 3.6792], [-3.4217, -1.7613, 1.0002], [-2.1547, -2.4183, 0.8642], [-3.5957, -0.8673, 0.3912], [-3.4907, -1.4003, 2.0362], [-4.1907, -2.5813, 0.9052], [-1.9957, -2.9693, 1.6562], [-1.2877, -1.9113, -2.1658], [-1.2147, -0.5253, -2.3678], [-0.8307, -2.5043, -2.9718], [-2.3057, -2.1963, -2.2088], [-0.8657, -2.1353, -1.2228], [-0.4287, -0.3733, -2.9188], [-0.7777, 2.9637, -1.7998], [0.0013, 4.1607, -1.7738], [-0.3047, 2.3127, -2.5308], [-1.8327, 3.1347, -2.0048], [-0.7867, 2.4017, -0.8598], [0.1563, 4.5137, -2.6538]], "forces_ev_per_a": [[3.777, -2.514, -2.417], [5.137, -0.748, 9.808], [-5.868, 3.773, -1.628], [-1.628, -0.819, -5.781], [-0.576, 1.006, 0.199], [0.396, 0.689, 1.794], [0.387, -0.791, -0.843], [-0.939, -0.182, 0.363], [2.058, -1.590, 0.532], [0.501, 2.962, -8.616], [-2.656, -0.199, 1.106], [0.448, -2.861, 6.160], [0.825, -0.186, -0.892], [-0.397, 0.269, -0.191], [-0.609, 0.268, 0.259], [-0.875, 0.306, 0.212], [-4.673, 2.235, 2.689], [2.478, 6.153, 1.755], [5.929, -3.434, -0.990], [-3.139, -5.119, -2.264], [-0.090, -1.445, -2.110], [1.405, 0.804, 1.335], [-1.386, 0.888, -0.692], [-0.982, 0.142, 0.198], [-1.975, 0.180, 5.401], [-1.802, 7.709, -1.982], [1.588, -0.601, -5.311], [0.649, -6.458, 2.463], [1.022, -0.753, -1.623], [0.468, 1.318, -1.315], [-0.052, -0.088, 1.294], [0.139, -1.224, 0.837], [-1.614, -1.527, -0.265], [0.211, -0.155, 1.135], [-0.826, 0.067, -0.867], [0.291, 0.139, -0.193], [0.222, 0.170, 0.625], [1.528, 0.097, -0.998], [-0.311, 1.009, 0.637], [-0.117, 0.291, -0.001], [0.830, -0.170, 0.167], [0.398, -0.798, -0.848], [1.324, 2.504, -1.103], [0.460, 0.350, 0.748], [0.459, 0.052, 1.214], [-0.191, 0.692, -0.091], [-1.191, -0.420, 0.624], [0.285, -0.422, -0.428], [-0.259, -1.332, 0.467], [-0.901, -0.055, -0.780], [0.235, 0.547, -0.857], [0.273, -1.658, 1.715], [-0.178, 0.095, -1.107], [0.183, -1.063, -0.361], [0.322, 0.255, -0.190], [-0.798, 1.736, 0.616], [-3.255, 2.750, 2.183], [0.090, -0.484, -0.012], [2.223, 0.983, -2.142], [-0.027, -1.342, 0.642], [0.799, -1.455, -0.469], [0.025, -0.009, 0.170], [-0.764, -1.385, 1.779], [0.352, -0.248, -0.166], [0.515, -0.611, -0.456], [-0.125, 0.066, -0.177], [0.259, 1.271, -0.342], [-0.416, 0.686, -0.464], [0.171, -0.826, -1.153], [1.095, 0.626, -0.698], [0.338, 0.356, 0.382], [-1.301, -0.252, 0.394], [0.296, -0.634, 0.547], [-0.420, 0.400, 0.325], [0.079, 0.001, -0.660], [-0.177, -0.018, 1.300], [-0.384, -0.373, -0.311], [0.031, 0.093, -0.266], [0.408, 0.621, 0.221], [-0.013, -0.308, -0.244]], "gap_ev": 8.475, "largest_force_ev_per_a": 11.1, "relative_energy_ev": 6.198, "mol_weight_g_mol": 492.57, "smiles": "NC(N)=O.NC(N)=O.NC(N)=O.NC(N)=O.CCO.CCO.CO.CO.CO.CO.CO", "e_homo_ev": -8.65, "charge": 0}